The following is a DFT calculation (wB97M-V/def2-TZVPD) of a 4-piece molecular cluster, C23H40FN2O10 overall.

Summary:
- HOMO-LUMO gap (spin up / spin down) (eV) = 8.932 / 9.689
- M (g mol⁻¹) = 523.6

Geometry as ORCA input:
```
! wB97M-V def2-TZVPD RIJCOSX def2/J DEFGRID3
* xyz 0 2
C 3.059 -1.548 -1.232
C 2.996 -2.158 -2.644
C 3.558 -3.586 -2.556
C 3.798 -1.336 -3.669
C 3.024 -0.413 -4.624
C 4.010 -0.033 -5.755
C 5.280 0.689 -5.333
F 6.283 -0.243 -5.019
C 2.559 0.938 -3.979
C 1.123 1.161 -3.453
C 0.907 1.049 -1.926
N -0.235 0.254 -1.477
C 1.875 -1.174 -5.308
C 1.140 -2.263 -4.492
C -0.378 -2.067 -4.525
C 1.444 -3.652 -5.075
N 1.561 -2.221 -3.060
O 0.802 -2.870 -2.262
H 2.083 -1.569 -0.752
H 3.430 -0.524 -1.250
H 3.732 -2.126 -0.599
H 4.591 -3.529 -2.208
H 3.559 -4.090 -3.518
H 2.977 -4.171 -1.844
H 4.388 -2.023 -4.282
H 4.530 -0.740 -3.117
H 4.323 -0.940 -6.279
H 3.484 0.592 -6.483
H 5.668 1.317 -6.136
H 5.136 1.308 -4.444
H 3.253 1.196 -3.171
H 2.721 1.702 -4.744
H 0.406 0.519 -3.966
H 0.853 2.178 -3.745
H 1.807 0.669 -1.447
H 0.763 2.062 -1.536
H -1.016 0.353 -2.113
H -0.010 -0.730 -1.398
H 2.278 -1.661 -6.200
H 1.147 -0.449 -5.676
H -0.705 -1.370 -3.760
H -0.673 -1.684 -5.504
H -0.900 -3.005 -4.345
H 0.939 -3.739 -6.039
H 1.067 -4.429 -4.409
H 2.507 -3.803 -5.249
C -0.915 1.774 2.180
C 0.537 1.753 1.736
O 0.987 3.064 2.109
C 0.192 3.530 3.094
O 0.397 4.510 3.737
O -0.882 2.723 3.256
H -1.286 0.823 2.550
H -1.578 2.151 1.401
H 1.125 1.014 2.282
H 0.654 1.605 0.669
C -2.382 2.590 6.280
C -3.622 3.238 6.872
O -4.671 2.644 6.089
C -4.222 1.476 5.581
O -4.911 0.671 5.035
O -2.900 1.342 5.792
H -1.596 2.390 7.002
H -1.979 3.147 5.435
H -3.780 2.971 7.918
H -3.657 4.316 6.752
C -7.829 -0.259 7.931
C -6.737 0.795 7.895
O -6.261 0.778 9.248
C -6.558 -0.423 9.798
O -6.151 -0.808 10.846
O -7.383 -1.121 8.984
H -7.918 -0.831 7.011
H -8.800 0.154 8.209
H -5.926 0.517 7.227
H -7.090 1.792 7.648
*
```